Below is C18H22CeN5O6S2Si as an isolated structure at a distorted geometry, with properties calculated with wB97M-V/def2-TZVPD.

```
55
Properties=species:S:1:pos:R:3:nbo_charge:R:1
Ce -0.3055 0.5220 0.9095 1.7506
O -2.4333 0.2900 6.8073 -0.6747
C -3.4939 0.5616 6.0143 0.7840
O -4.6767 0.5748 6.4034 -0.5890
C -3.2101 0.8803 4.5587 -0.2389
C -4.1233 1.3645 3.6447 0.0463
N -3.5286 1.5531 2.4888 -0.3009
N -2.1938 1.2212 2.5336 -0.3335
C -1.9658 0.8548 3.8297 0.0857
C -0.6056 0.3475 4.1523 0.7902
O -0.2988 0.1917 5.3206 -0.6018
O 0.1686 0.1058 3.0838 -0.8018
H -1.5826 0.1574 6.2967 0.5128
H -5.1761 1.5749 3.7568 0.2491
H -3.9931 1.8256 1.6154 0.4333
N 3.8127 -4.8881 -4.6242 -0.7917
C 3.1349 -4.1546 -3.7071 0.2126
C 2.3826 -4.8810 -2.7391 -0.2799
C 1.6933 -4.2387 -1.7104 -0.1421
C 1.8109 -2.8667 -1.6678 -0.3893
C 2.5255 -2.1348 -2.5871 -0.1528
C 3.1100 -2.7434 -3.6460 -0.2634
S 1.0248 -1.8191 -0.4751 2.2708
O 0.4897 -2.5494 0.6604 -0.8934
O 1.9441 -0.7097 -0.1695 -0.9225
N -0.2297 -1.0252 -1.2322 -0.9766
C -1.5086 -1.3256 -1.2575 0.3281
S -2.3647 -2.7386 -2.0168 0.3460
C -3.8019 -2.2134 -1.1257 -0.4376
C -3.5577 -1.1089 -0.3168 -0.0369
N -2.3059 -0.5828 -0.4878 -0.5828
H 3.5791 -5.8673 -4.6138 0.3926
H 4.4566 -4.5244 -5.3660 0.4106
H 2.3026 -5.9516 -2.7904 0.2097
H 1.1284 -4.8602 -1.0199 0.2450
H 2.4336 -1.0388 -2.5476 0.2501
H 3.5645 -2.1619 -4.4629 0.2199
H -4.7791 -2.6841 -1.1770 0.2422
H -4.2186 -0.6584 0.3994 0.2077
C 1.7272 3.0480 -2.5579 -1.0868
Si 1.1417 3.3976 -0.7708 1.6522
C 1.1145 5.2248 -0.5392 -1.1386
C 2.4387 2.5722 0.3641 -1.0717
C -0.4824 2.6609 -0.3049 -1.5253
H 2.8165 3.0777 -2.5333 0.2278
H 1.3185 3.7211 -3.3347 0.2348
H 1.4209 2.0294 -2.7565 0.2259
H 1.9545 5.8166 -0.9248 0.2380
H 1.1109 5.5258 0.5242 0.2334
H 0.2015 5.6997 -0.9550 0.2408
H 2.5052 3.0449 1.3256 0.2368
H 3.4655 2.5478 0.0286 0.2460
H 2.2004 1.4984 0.5612 0.2035
H -1.1493 2.4159 -1.1578 0.2567
H -0.9930 3.4207 0.2965 0.2485
```

## Properties
HOMO level (spin up / spin down) in eV: -8.10 / -8.07
E_LUMO (spin up / spin down) in eV: -0.10 / -0.09
2S+1: 2
Energy above the lowest of the compared OMol25 structures with the same formula, charge and spin in kJ/mol: 0.0